(1)
{
  "formula": "C33H32AsClF6NOsPS2SbTe",
  "method": "ωB97M-V/def2-TZVPD",
  "molar_mass_g_mol": 1201.687,
  "relative_energy_kj_mol": 56.0,
  "e_tot_ev": -173140.8983,
  "s_squared": 0.762,
  "homo_lumo_gap_ha": [0.23207, 0.24006],
  "homo_ev": [-13.59, -13.59],
  "spin_multiplicity": 2,
  "charge": 2,
  "elements": ["Os", "Cl", "C", "C", "C", "C", "C", "C", "P", "C", "C", "C", "C", "C", "C", "C", "C", "C", "C", "C", "C", "H", "H", "H", "H", "H", "H", "H", "H", "H", "H", "H", "H", "H", "H", "F", "Sb", "F", "F", "F", "F", "F", "Te", "C", "C", "C", "C", "S", "H", "H", "H", "C", "C", "C", "C", "C", "C", "C", "C", "N", "H", "H", "H", "H", "H", "H", "C", "As", "C", "C", "S", "H", "H", "H", "H", "H", "H", "H", "H", "H"],
  "xyz": [[0.012, 0.639, 1.214], [-2.168, -1.430, -1.925], [-0.613, -2.066, -2.336], [-0.429, -2.451, -3.651], [0.773, -3.026, -4.028], [1.765, -3.227, -3.086], [1.572, -2.831, -1.772], [0.385, -2.213, -1.362], [0.110, -1.694, 0.381], [1.392, -2.478, 1.391], [2.728, -2.109, 1.216], [3.713, -2.645, 2.026], [3.372, -3.541, 3.031], [2.048, -3.895, 3.224], [1.054, -3.364, 2.411], [-1.459, -2.457, 0.865], [-2.440, -1.760, 1.561], [-3.630, -2.384, 1.904], [-3.840, -3.709, 1.551], [-2.863, -4.412, 0.856], [-1.673, -3.789, 0.510], [-1.233, -2.315, -4.363], [0.920, -3.335, -5.056], [2.692, -3.710, -3.366], [2.353, -3.027, -1.057], [2.996, -1.403, 0.439], [4.751, -2.368, 1.878], [4.142, -3.959, 3.667], [1.779, -4.585, 4.015], [0.022, -3.632, 2.588], [-2.289, -0.727, 1.849], [-4.388, -1.841, 2.453], [-4.767, -4.199, 1.821], [-3.027, -5.446, 0.582], [-0.918, -4.339, -0.040], [1.154, -0.127, 2.907], [0.092, 0.228, 4.552], [-0.949, -1.218, 4.008], [1.211, -0.786, 5.607], [-1.192, 0.841, 5.726], [1.083, 1.796, 4.693], [-0.895, 1.226, 3.002], [-0.068, 1.943, -2.345], [-1.590, 1.784, -3.773], [-1.296, 1.794, -5.106], [-2.464, 1.724, -5.916], [-3.605, 1.668, -5.186], [-3.280, 1.686, -3.505], [-0.293, 1.853, -5.514], [-2.446, 1.716, -6.998], [-4.625, 1.605, -5.535], [1.357, 2.240, 1.503], [2.455, 1.963, 0.562], [2.648, 2.752, -0.583], [3.676, 2.488, -1.468], [4.534, 1.419, -1.218], [4.378, 0.648, -0.065], [3.352, 0.924, 0.817], [5.583, 1.113, -2.155], [6.403, 0.867, -2.925], [0.855, 3.173, 1.284], [1.647, 2.181, 2.554], [2.004, 3.605, -0.757], [3.832, 3.108, -2.340], [5.073, -0.158, 0.137], [3.248, 0.337, 1.726], [-2.565, 4.631, -1.168], [-2.190, 3.547, 0.367], [-1.228, 4.658, 1.610], [-3.831, 3.013, 1.206], [-1.359, 1.533, -0.338], [-2.959, 5.578, -0.797], [-3.297, 4.145, -1.805], [-1.646, 4.807, -1.728], [-1.921, 5.470, 1.833], [-0.333, 5.059, 1.140], [-0.982, 4.122, 2.525], [-4.425, 3.911, 1.367], [-3.624, 2.531, 2.161], [-4.363, 2.329, 0.546]]
}

(2)
{
  "formula": "C33H32Br4CdN3O6PS",
  "method": "ωB97M-V/def2-TZVPD",
  "molar_mass_g_mol": 1061.703,
  "e_tot_ev": -356356.4008,
  "homo_lumo_gap_ha": 0.22869,
  "homo_ev": -6.40,
  "elements": ["Cd", "Br", "C", "C", "Br", "C", "Br", "C", "O", "C", "O", "C", "Br", "N", "C", "C", "C", "C", "C", "N", "C", "C", "C", "C", "C", "N", "H", "H", "H", "H", "H", "H", "H", "H", "H", "O", "S", "C", "C", "C", "C", "C", "C", "C", "C", "C", "C", "C", "C", "C", "C", "H", "H", "H", "H", "H", "H", "H", "H", "H", "H", "H", "H", "H", "H", "C", "O", "P", "O", "C", "O", "C", "H", "H", "H", "H", "H", "H", "H", "H", "H"],
  "xyz": [[0.009, -0.161, 0.099], [2.052, -1.993, 6.544], [1.952, -1.848, 4.663], [3.004, -2.256, 3.866], [4.579, -2.966, 4.632], [2.895, -2.132, 2.473], [4.312, -2.678, 1.334], [1.768, -1.608, 1.847], [1.691, -1.481, 0.539], [0.666, -1.187, 2.681], [-0.416, -0.681, 2.139], [0.800, -1.322, 4.061], [-0.684, -0.764, 5.099], [-1.413, 1.720, -2.682], [-2.171, 1.828, -1.517], [-3.327, 2.619, -1.586], [-4.108, 2.750, -0.462], [-3.741, 2.096, 0.711], [-2.591, 1.342, 0.694], [-1.816, 1.215, -0.398], [-0.279, 1.000, -3.049], [0.051, 0.988, -4.412], [1.149, 0.268, -4.823], [1.910, -0.422, -3.883], [1.530, -0.338, -2.563], [0.457, 0.360, -2.151], [-1.820, 2.218, -3.455], [-3.592, 3.116, -2.511], [-5.002, 3.358, -0.497], [-4.330, 2.171, 1.613], [-2.246, 0.802, 1.572], [-0.562, 1.525, -5.125], [1.411, 0.240, -5.873], [2.770, -1.013, -4.163], [2.078, -0.849, -1.777], [-1.434, -1.929, -0.818], [-2.208, -2.698, -1.839], [-1.823, -1.894, -3.417], [-2.490, -2.540, -4.598], [-3.864, -2.769, -4.608], [-4.468, -3.368, -5.704], [-3.707, -3.737, -6.804], [-2.340, -3.502, -6.805], [-1.735, -2.910, -5.706], [-1.345, -4.279, -2.092], [0.099, -4.162, -2.467], [0.520, -4.503, -3.751], [1.856, -4.390, -4.106], [2.783, -3.933, -3.178], [2.370, -3.592, -1.897], [1.033, -3.707, -1.540], [-0.735, -1.876, -3.516], [-2.181, -0.873, -3.262], [-4.465, -2.478, -3.755], [-5.535, -3.546, -5.698], [-4.179, -4.205, -7.658], [-1.741, -3.787, -7.661], [-0.665, -2.738, -5.700], [-1.931, -4.807, -2.849], [-1.481, -4.790, -1.138], [-0.202, -4.876, -4.469], [2.175, -4.675, -5.101], [3.828, -3.854, -3.450], [3.073, -3.233, -1.157], [0.733, -3.425, -0.539], [0.907, 3.953, -0.725], [1.940, 3.369, 0.062], [1.518, 2.161, 1.063], [0.765, 3.021, 2.192], [0.301, 2.318, 3.363], [2.913, 1.889, 1.789], [3.848, 0.960, 1.215], [1.386, 4.553, -1.496], [0.269, 4.591, -0.111], [0.293, 3.184, -1.202], [-0.416, 2.971, 3.855], [1.138, 2.121, 4.031], [-0.174, 1.372, 3.095], [4.404, 0.516, 2.036], [4.527, 1.498, 0.553], [3.332, 0.167, 0.670]]
}

(3)
{
  "formula": "C33H32Cl3CsGeNO12",
  "method": "ωB97M-V/def2-TZVPD",
  "molar_mass_g_mol": 946.488,
  "relative_energy_kj_mol": 95.8,
  "e_tot_ev": -155428.1397,
  "s_squared": 0.755,
  "homo_lumo_gap_ha": [0.19258, 0.25049],
  "homo_ev": [-1.56, -3.14],
  "spin_multiplicity": 2,
  "charge": -2,
  "elements": ["Cs", "O", "C", "O", "C", "O", "C", "C", "O", "O", "H", "H", "H", "H", "H", "Cl", "C", "C", "C", "Cl", "C", "O", "C", "C", "O", "C", "H", "H", "H", "C", "C", "C", "C", "C", "C", "Ge", "C", "C", "C", "C", "C", "C", "C", "C", "C", "C", "C", "C", "H", "H", "H", "H", "H", "H", "H", "H", "H", "H", "H", "H", "H", "H", "H", "C", "N", "C", "C", "C", "O", "H", "H", "H", "H", "H", "H", "H", "H", "H", "O", "Cl", "O", "O", "O"],
  "xyz": [[0.204, 0.338, 1.269], [1.626, -1.752, -3.670], [0.550, -1.578, -2.856], [-0.073, -2.510, -2.431], [0.322, -0.115, -2.614], [-0.728, 0.086, -1.713], [-1.317, 1.385, -1.855], [-2.471, 1.632, -0.882], [-3.225, 2.543, -1.252], [-2.598, 0.890, 0.137], [1.732, -2.715, -3.767], [0.107, 0.318, -3.600], [1.258, 0.342, -2.271], [-1.711, 1.499, -2.867], [-0.558, 2.159, -1.690], [3.557, 7.436, -1.192], [3.002, 5.801, -0.895], [3.504, 4.753, -1.676], [3.073, 3.475, -1.450], [3.692, 2.185, -2.441], [2.109, 3.108, -0.431], [1.730, 1.928, -0.264], [1.643, 4.238, 0.347], [0.710, 4.107, 1.459], [0.269, 3.101, 1.972], [2.087, 5.540, 0.088], [4.225, 4.947, -2.458], [0.402, 5.096, 1.865], [1.694, 6.350, 0.694], [-1.593, -5.772, 2.311], [-2.491, -5.091, 3.121], [-3.026, -3.876, 2.705], [-2.670, -3.314, 1.476], [-1.749, -4.009, 0.678], [-1.225, -5.228, 1.086], [-3.264, -1.522, 0.867], [-4.361, -0.735, 2.275], [-3.816, -0.593, 3.555], [-4.566, -0.042, 4.586], [-5.868, 0.383, 4.354], [-6.416, 0.260, 3.083], [-5.666, -0.294, 2.053], [-4.205, -1.693, -0.835], [-4.695, -0.562, -1.497], [-5.311, -0.681, -2.737], [-5.446, -1.924, -3.344], [-4.961, -3.056, -2.696], [-4.350, -2.938, -1.454], [-1.165, -6.712, 2.641], [-2.767, -5.499, 4.087], [-3.720, -3.350, 3.350], [-1.421, -3.576, -0.264], [-0.510, -5.745, 0.456], [-2.796, -0.914, 3.746], [-4.128, 0.061, 5.572], [-6.448, 0.818, 5.160], [-7.428, 0.598, 2.892], [-6.100, -0.384, 1.063], [-4.563, 0.418, -1.056], [-5.670, 0.214, -3.233], [-5.916, -2.008, -4.316], [-5.055, -4.033, -3.157], [-3.978, -3.830, -0.963], [4.406, -3.975, 2.770], [3.561, -4.315, 1.638], [2.466, -5.235, 1.912], [3.618, -3.547, 0.512], [2.477, -3.723, -0.459], [4.537, -2.776, 0.287], [4.864, -4.879, 3.179], [3.820, -3.488, 3.552], [5.182, -3.296, 2.430], [2.820, -5.985, 2.622], [2.164, -5.757, 1.007], [1.597, -4.743, 2.346], [2.429, -4.761, -0.796], [2.621, -3.062, -1.308], [1.528, -3.516, 0.043], [0.607, -2.091, 2.241], [0.754, -2.033, 3.685], [-0.331, -1.243, 4.208], [0.729, -3.355, 4.251], [2.011, -1.397, 3.979]]
}